ORCA calculation (the ωB97M-V functional and the def2-TZVPD basis) on a structure of composition C47H63F5N4O7RbSSbTe.

Last column: Löwdin charge in e.
Element x y z (Å)
Rb (-0.15, 0.33, 1.10)  0.9005
O (-5.90, 5.04, 3.84)  -0.0536
C (-5.33, 5.28, 2.76)  -0.6900
O (-5.23, 6.34, 2.11)  -0.0572
C (-4.44, 4.13, 2.24)  -0.0928
C (-3.77, 4.24, 1.03)  0.0515
C (-3.01, 3.18, 0.57)  -0.1868
N (-2.87, 2.05, 1.26)  0.1166
C (-3.49, 1.94, 2.44)  -0.2132
C (-4.30, 2.95, 2.95)  0.0419
C (-3.27, 0.66, 3.19)  -0.2167
C (-3.38, 0.63, 4.57)  -0.0041
C (-3.23, -0.59, 5.22)  -0.0599
C (-2.95, -1.72, 4.48)  -0.0765
C (-2.79, -1.58, 3.11)  -0.1348
N (-2.95, -0.42, 2.47)  0.1021
C (-2.34, 3.20, -0.77)  -0.2000
C (-2.45, 4.29, -1.63)  -0.0217
C (-1.85, 4.22, -2.88)  -0.0815
C (-1.16, 3.07, -3.24)  -0.0645
C (-1.10, 2.04, -2.32)  -0.1271
N (-1.67, 2.09, -1.12)  0.1092
H (-3.88, 5.18, 0.50)  0.1061
H (-4.85, 2.84, 3.87)  0.1162
H (-3.59, 1.53, 5.13)  0.1144
H (-3.32, -0.64, 6.30)  0.1066
H (-2.82, -2.69, 4.94)  0.0991
H (-2.56, -2.44, 2.49)  0.0541
H (-3.00, 5.17, -1.34)  0.1079
H (-1.93, 5.06, -3.56)  0.1054
H (-0.68, 2.98, -4.21)  0.0962
H (-0.59, 1.11, -2.55)  0.0534
O (2.55, -0.29, 1.75)  -0.2139
H (1.86, -0.77, 1.28)  -0.1006
H (2.06, 0.43, 2.26)  -0.0409
O (-3.40, -0.40, -0.50)  -0.0918
H (-3.13, 0.37, 0.03)  -0.0091
H (-3.54, -1.09, 0.16)  0.0089
O (0.18, -2.19, 0.61)  -0.2928
H (0.08, -3.08, 0.96)  0.0197
H (-0.63, -2.08, 0.08)  -0.0550
O (-1.50, -1.73, -2.00)  -0.1689
H (-1.82, -2.64, -1.86)  -0.0465
H (-2.22, -1.18, -1.61)  -0.0058
C (-0.78, 4.28, 4.20)  -0.0931
N (0.11, 3.15, 4.35)  -0.2072
C (1.44, 3.54, 4.77)  -0.1052
C (0.14, 2.29, 3.15)  -0.6275
O (0.89, 1.19, 3.28)  -0.5027
H (-0.97, 4.74, 5.17)  0.0815
H (-1.73, 3.95, 3.78)  0.0754
H (-0.37, 5.06, 3.53)  0.0837
H (1.41, 3.91, 5.79)  0.0751
H (1.87, 4.34, 4.13)  0.0790
H (2.09, 2.67, 4.72)  0.0801
H (-0.93, 2.08, 2.97)  0.0829
C (0.11, -2.66, 5.68)  -0.4733
Te (1.06, -1.64, 4.05)  1.3269
C (1.99, -3.46, 3.42)  -0.4502
H (0.86, -3.03, 6.38)  -0.0153
H (-0.50, -3.49, 5.32)  -0.0095
H (-0.54, -1.94, 6.19)  -0.0203
H (1.24, -4.19, 3.11)  -0.0037
H (2.59, -3.87, 4.22)  -0.0121
H (2.63, -3.22, 2.57)  -0.0159
C (0.40, -2.36, -5.01)  -0.1319
C (1.18, -1.06, -4.78)  -0.7003
C (2.34, -0.98, -5.76)  -0.1197
C (0.21, 0.10, -5.02)  -0.1478
Sb (1.70, -0.96, -2.63)  1.6544
C (3.37, 0.49, -2.66)  -0.6966
C (3.61, 0.84, -1.19)  -0.1431
C (2.88, 1.76, -3.36)  -0.1259
C (4.69, 0.04, -3.28)  -0.1173
C (2.73, -2.88, -2.30)  -0.6980
C (1.62, -3.92, -2.07)  -0.1242
C (3.65, -3.36, -3.41)  -0.1181
C (3.51, -2.73, -1.00)  -0.1239
H (-0.04, -2.34, -6.02)  0.0821
H (-0.41, -2.48, -4.29)  0.0655
H (1.05, -3.24, -4.96)  0.0556
H (1.97, -1.14, -6.78)  0.0805
H (3.11, -1.73, -5.56)  0.0562
H (2.82, 0.00, -5.74)  0.0553
H (-0.12, 0.09, -6.07)  0.0852
H (0.67, 1.07, -4.83)  0.0469
H (-0.68, 0.01, -4.40)  0.0660
H (2.72, 1.27, -0.72)  0.0623
H (4.40, 1.60, -1.12)  0.0819
H (3.90, -0.01, -0.58)  0.0527
H (1.92, 2.10, -2.96)  0.0659
H (2.78, 1.64, -4.44)  0.0558
H (3.60, 2.58, -3.19)  0.0753
H (5.13, -0.80, -2.73)  0.0571
H (5.42, 0.87, -3.24)  0.0809
H (4.59, -0.25, -4.33)  0.0573
H (1.01, -4.09, -2.96)  0.0610
H (0.95, -3.62, -1.26)  0.0537
H (2.07, -4.88, -1.79)  0.0858
H (3.11, -3.59, -4.33)  0.0573
H (4.14, -4.30, -3.09)  0.0818
H (4.44, -2.65, -3.65)  0.0541
H (2.89, -2.34, -0.19)  0.0572
H (4.38, -2.07, -1.11)  0.0605
H (3.88, -3.71, -0.68)  0.0864
C (0.64, 3.09, 1.95)  0.0218
C (1.22, 3.61, 1.03)  0.0259
C (1.87, 4.24, -0.08)  -0.2266
C (3.27, 4.22, -0.19)  -0.0462
C (3.90, 4.82, -1.27)  -0.1037
C (3.15, 5.44, -2.27)  -0.1113
C (1.76, 5.46, -2.17)  -0.0855
C (1.13, 4.87, -1.08)  -0.0275
H (3.84, 3.72, 0.58)  0.1201
H (4.98, 4.79, -1.35)  0.0988
H (3.64, 5.89, -3.11)  0.0937
H (1.17, 5.93, -2.94)  0.0980
H (0.05, 4.88, -1.00)  0.0980
F (-4.11, -9.45, 1.55)  0.0873
C (-3.75, -8.20, 1.22)  -0.1624
C (-3.37, -7.89, -0.07)  -0.1576
F (-3.37, -8.86, -1.00)  0.0898
C (-3.01, -6.60, -0.40)  -0.2546
F (-2.66, -6.38, -1.67)  0.0647
C (-3.00, -5.54, 0.53)  -0.5818
S (-2.54, -3.92, 0.11)  0.6698
C (-3.38, -5.91, 1.82)  -0.2494
F (-3.40, -4.99, 2.80)  0.0627
C (-3.75, -7.20, 2.17)  -0.1579
F (-4.11, -7.48, 3.43)  0.0929

Values from the calculation:
energy above the lowest of the compared OMol25 structures with the same formula, charge and spin	0.0	kJ/mol
E	-108964.7177	eV
HOMO-LUMO gap	6.638	eV
2S+1	1
charge	-2
highest occupied orbital energy	-3.31	eV
max |F|	2.12	eV Å⁻¹